# 1
Below is 2 unconnected molecules or ions with the total composition C3H10N2 at a distorted geometry, with properties calculated with ωB97M-V with the def2-TZVPD basis set.

Last column: Löwdin charge in e.
Cartesian coordinates (Å):
H (2.497, -0.543, 1.156)  0.0394
N (1.697, -0.602, 0.522)  0.0643
C (2.147, -0.440, -0.660)  -0.3913
N (1.342, -0.353, -1.750)  0.0771
H (3.223, -0.345, -0.828)  0.1125
H (1.604, -0.624, -2.671)  0.0803
H (0.389, -0.601, -1.540)  0.0815
C (-1.742, 1.050, 0.201)  -0.1563
C (-1.495, -0.063, 1.231)  -0.2025
H (-2.479, 0.562, -0.439)  0.0595
H (-0.818, 1.153, -0.367)  0.0371
H (-2.063, 2.023, 0.556)  0.0589
H (-1.421, -1.065, 0.821)  0.0510
H (-0.573, -0.044, 1.820)  0.0378
H (-2.308, -0.107, 1.949)  0.0507

Force components x, y, z for each atom (eV/Å):
H -0.4 -0.1 0.0
N 0.3 0.2 -0.1
C 0.8 -0.2 0.5
N -1.0 0.0 0.2
H -0.1 0.1 -0.4
H 0.7 -0.1 -0.3
H -0.2 0.1 0.0
C 0.7 -1.8 -0.2
C 0.2 0.1 1.3
H -0.2 0.8 -0.4
H -0.1 0.3 -0.2
H -0.1 -0.1 0.3
H -0.2 0.0 -0.7
H 0.0 0.7 -0.2
H -0.3 0.0 0.1

Values from the calculation:
SMILES string: [H]/N=C/N.CC
Energy in Ha: -229.7901

# 2
Below is 3 unconnected molecules or ions with the total composition C34H56BrF4N3O5S2 at a distorted geometry, with properties calculated with ωB97M-V with the def2-TZVPD basis set.

Last column: Löwdin charge in e.
Cartesian coordinates (Å):
C (-3.574, -3.745, -1.680)  0.0929
C (-2.630, -3.956, -0.921)  -0.1152
C (-1.243, -4.308, -0.366)  -0.1002
C (-0.259, -3.044, -0.027)  -0.3723
N (0.898, -3.829, 0.478)  -0.0174
C (2.137, -3.206, 0.870)  -0.2645
C (2.145, -1.938, 1.816)  -0.0934
O (-0.810, -2.459, 1.124)  -0.0612
C (-1.695, -1.398, 1.213)  -0.3129
C (-3.264, -1.704, 1.519)  -0.0841
C (-4.125, -0.609, 0.756)  -0.1732
N (-4.754, -1.038, -0.521)  -0.1026
C (-6.222, -1.285, -0.399)  -0.2408
C (-6.557, -2.808, -0.038)  -0.0816
C (-4.661, 0.106, -1.464)  -0.4327
C (-5.314, 1.538, -1.135)  -0.0087
O (-4.122, 0.016, -2.560)  0.0642
C (-1.326, -0.356, 2.397)  -0.5762
Br (0.090, 0.939, 1.913)  0.7605
C (-0.972, -0.966, 3.801)  -0.2817
C (-1.424, -2.434, 4.150)  -0.1204
C (0.004, -2.201, -1.365)  -0.1516
C (0.910, -3.148, -2.319)  -0.1016
C (1.234, -2.541, -3.746)  -0.0998
C (0.157, -2.854, -4.854)  -0.1277
F (-0.140, -1.861, -5.833)  -0.0075
C (-0.521, -4.053, -5.008)  -0.1881
F (-1.888, -4.199, -5.138)  0.0847
F (0.263, -5.221, -4.998)  0.0533
N (0.318, -0.795, -1.314)  -0.0448
C (1.615, -0.186, -1.310)  -0.2201
O (2.830, -0.951, -1.488)  -0.0976
C (3.893, -0.165, -0.957)  -0.2188
C (4.814, -0.727, 0.108)  0.0019
C (5.905, 0.153, 0.680)  -0.0690
C (6.138, 1.572, 0.254)  -0.0721
C (5.263, 2.112, -0.831)  -0.0648
C (4.189, 1.242, -1.391)  -0.0142
C (-0.650, 0.116, -1.955)  -0.3171
C (-0.626, 0.205, -3.530)  -0.0215
F (-0.595, 1.446, -1.387)  -0.0652
H (-4.583, -3.492, -2.104)  0.0510
H (-1.399, -4.789, 0.658)  0.1333
H (-0.743, -5.098, -0.995)  0.1127
H (1.085, -4.672, -0.058)  0.1102
H (2.712, -3.998, 1.475)  0.1228
H (2.887, -2.984, 0.027)  0.0885
H (3.084, -2.009, 2.465)  0.0859
H (2.216, -0.948, 1.290)  0.0242
H (1.278, -2.039, 2.528)  0.0569
H (-1.726, -0.755, 0.288)  0.1097
H (-3.464, -1.506, 2.626)  0.1008
H (-3.560, -2.773, 1.350)  0.1060
H (-3.525, 0.342, 0.546)  0.1363
H (-4.970, -0.267, 1.452)  0.1276
H (-6.750, -0.541, 0.272)  0.1103
H (-6.653, -1.117, -1.446)  0.1311
H (-6.692, -3.343, -1.032)  0.0686
H (-7.585, -2.792, 0.456)  0.0790
H (-5.771, -3.298, 0.601)  0.0675
H (-6.158, 1.727, -1.875)  0.0964
H (-4.541, 2.359, -1.146)  0.0914
H (-5.757, 1.471, -0.098)  0.0650
H (-2.265, 0.277, 2.532)  0.0917
H (-1.442, -0.286, 4.592)  0.1184
H (0.146, -0.893, 4.017)  0.0873
H (-1.005, -3.254, 3.499)  0.0751
H (-2.551, -2.594, 4.212)  0.0714
H (-1.048, -2.657, 5.207)  0.0822
H (-0.992, -2.231, -1.946)  0.1507
H (0.396, -4.148, -2.517)  0.1134
H (1.905, -3.409, -1.862)  0.1030
H (1.553, -1.452, -3.730)  0.1095
H (2.175, -3.092, -4.100)  0.1350
H (1.762, 0.419, -0.346)  0.0902
H (1.662, 0.634, -2.115)  0.1282
H (4.729, -1.775, 0.498)  0.0890
H (6.603, -0.246, 1.477)  0.0911
H (6.916, 2.260, 0.678)  0.0905
H (5.328, 3.161, -1.250)  0.0695
H (3.506, 1.670, -2.191)  0.1035
H (-1.711, -0.233, -1.712)  0.1277
H (-1.235, 1.133, -3.803)  0.1017
H (0.387, 0.355, -3.997)  0.0791
H (-1.215, -0.668, -3.928)  0.0838
C (-2.091, 5.473, 4.490)  -0.2743
S (-1.259, 4.129, 3.619)  0.7750
O (-1.831, 2.849, 4.126)  -0.5784
C (0.344, 4.357, 4.412)  -0.2684
H (-3.134, 5.495, 4.173)  0.0480
H (-2.042, 5.305, 5.567)  0.0562
H (-1.616, 6.422, 4.235)  0.0505
H (0.242, 4.258, 5.495)  0.0584
H (0.739, 5.342, 4.160)  0.0519
H (1.023, 3.589, 4.041)  0.0397
C (5.091, 6.707, -1.801)  -0.2698
S (6.766, 6.187, -1.376)  0.8214
O (6.659, 4.891, -0.646)  -0.5635
C (7.055, 7.477, -0.148)  -0.2721
H (4.691, 6.010, -2.538)  0.0500
H (4.461, 6.695, -0.910)  0.0591
H (5.118, 7.709, -2.230)  0.0523
H (6.302, 7.417, 0.639)  0.0581
H (7.018, 8.454, -0.631)  0.0522
H (8.044, 7.324, 0.284)  0.0499

Force components x, y, z for each atom (eV/Å):
C -0.2 0.1 1.4
C 0.6 -0.2 -1.8
C -1.2 0.2 0.8
C -0.1 -2.6 -0.8
N -0.5 1.1 0.1
C 3.1 0.0 0.8
C 0.3 -0.8 0.6
O 0.5 0.4 0.6
C -1.5 2.4 0.1
C 0.4 0.6 0.6
C -0.7 0.3 1.0
N -0.6 1.9 -0.6
C -0.5 -0.9 -0.8
C -0.8 1.0 -0.5
C 0.6 1.1 -1.9
C -0.3 -1.2 0.9
O -0.7 -0.5 2.1
C -1.0 -0.7 0.1
Br -0.4 -0.3 0.0
C 0.2 0.1 1.1
C -0.2 -0.7 0.9
C -1.5 -1.6 -1.5
C 0.3 0.1 -0.4
C 1.1 -1.0 -1.4
C -0.5 -0.2 -0.6
F -0.3 -0.9 2.4
C 1.0 0.7 0.3
F 3.0 -0.3 -0.8
F -2.5 1.7 1.1
N 0.0 0.6 -0.5
C 1.2 3.2 0.5
O 0.6 0.8 0.9
C 3.3 1.2 1.8
C 0.5 2.9 -1.0
C -1.1 1.1 -1.6
C -2.6 -1.5 -1.8
C -0.9 -2.8 0.8
C 0.3 -0.9 0.9
C -1.6 -0.3 -0.6
C -0.6 1.3 0.4
F 0.5 -1.7 -0.6
H 1.9 -0.4 0.5
H 0.3 0.7 -1.3
H -0.6 1.0 0.4
H -0.3 0.5 0.1
H -1.0 0.9 -0.8
H -1.3 -0.2 0.7
H -1.1 0.1 -0.9
H -0.5 -1.1 0.5
H 0.8 0.5 -0.9
H 0.3 -0.9 0.7
H 0.4 -0.4 -1.4
H 0.3 1.1 -0.3
H -0.4 -1.4 0.4
H 1.1 -0.4 -0.7
H 0.7 -0.8 -0.4
H 0.5 -0.1 1.4
H 0.4 0.3 1.5
H 1.4 -0.3 -0.4
H -0.9 0.5 -0.7
H 1.3 -0.2 0.9
H -0.8 -1.0 -0.2
H 0.4 0.4 -1.1
H 1.5 -0.6 -0.3
H 0.6 -0.8 -1.1
H -1.4 -0.1 -0.6
H -0.4 1.1 0.4
H 1.4 0.4 -0.2
H -0.4 0.4 -1.3
H 1.1 0.0 1.1
H 0.4 1.4 0.5
H -1.1 0.5 -0.3
H -0.8 -1.4 -0.1
H -1.0 0.8 0.5
H -0.3 -1.0 -1.1
H -0.5 -1.1 0.9
H -0.1 1.2 -0.6
H -1.1 0.3 -1.1
H -0.8 -1.1 -0.3
H 0.2 -1.5 0.9
H 1.1 -0.5 1.1
H 1.5 0.2 -0.1
H 0.7 -1.2 0.4
H -1.0 -0.5 0.5
H 1.0 0.8 0.3
C 0.0 0.0 0.1
S 0.0 -0.2 0.0
O 0.0 0.3 0.1
C 0.1 0.0 0.1
H 0.1 -0.1 0.0
H 0.0 -0.1 0.0
H 0.0 -0.1 0.0
H -0.1 0.0 0.0
H -0.1 0.0 0.0
H -0.1 0.0 -0.1
C -0.1 0.0 0.1
S 0.0 0.0 0.0
O 0.0 0.4 -0.1
C 0.0 0.0 0.1
H 0.1 0.0 0.0
H 0.1 0.0 0.0
H 0.1 0.0 0.0
H 0.0 -0.1 -0.1
H 0.0 -0.1 0.0
H 0.0 -0.1 -0.1

Values from the calculation:
Energy in Ha: -5638.9470

# 3
Below is 2 unconnected molecules or ions with the total composition C4H16N6 at a distorted geometry, with properties calculated with ωB97M-V with the def2-TZVPD basis set.

Last column: Löwdin charge in e.
Cartesian coordinates (Å):
C (2.402, 0.819, -0.137)  -0.0470
C (0.589, 1.036, 1.529)  -0.4471
N (1.553, 0.320, 0.929)  0.0310
N (0.292, 2.230, 1.047)  0.2219
N (0.023, 0.550, 2.629)  0.2284
H (1.976, -0.423, 1.473)  0.1615
H (0.914, 2.842, 0.541)  0.1346
H (-0.557, 2.763, 1.180)  0.1448
H (0.262, -0.385, 2.917)  0.1361
H (-0.570, 1.123, 3.206)  0.1457
H (2.777, -0.048, -0.693)  0.0903
H (3.350, 1.211, 0.238)  0.1101
H (1.962, 1.461, -0.887)  0.0932
C (-2.530, -0.651, 0.029)  -0.0334
C (-0.669, -1.156, -1.528)  -0.4369
N (-1.810, -0.546, -1.218)  0.0627
N (-0.017, -1.937, -0.665)  0.2098
N (-0.139, -0.941, -2.726)  0.2182
H (-2.191, 0.010, -1.967)  0.1668
H (-0.561, -2.369, 0.062)  0.1165
H (0.972, -2.107, -0.651)  0.1267
H (-0.410, -0.311, -3.464)  0.1434
H (0.678, -1.477, -3.003)  0.1429
H (-2.232, -1.470, 0.679)  0.0873
H (-3.583, -0.771, -0.200)  0.1081
H (-2.481, 0.228, 0.679)  0.0843

Force components x, y, z for each atom (eV/Å):
C 1.5 -1.1 -0.6
C 1.2 0.0 0.2
N -0.3 0.3 0.3
N -0.8 1.6 -0.6
N -0.3 -0.1 -0.5
H -0.1 0.2 0.0
H 0.6 -0.7 -0.2
H -0.2 -0.7 0.8
H -0.2 0.0 0.3
H 0.0 -0.1 0.1
H -0.3 -0.1 -0.1
H -0.3 0.6 0.2
H -0.5 0.2 0.3
C -0.9 0.3 0.8
C 0.0 0.8 -0.5
N 0.8 -0.4 -0.1
N -0.8 -0.3 0.6
N 1.5 -0.5 -0.6
H -0.4 -0.1 0.1
H 0.2 0.0 0.1
H 0.0 -0.1 -0.6
H -0.7 0.3 0.4
H -0.3 -0.1 0.2
H 0.1 -0.3 -0.4
H -0.1 -0.2 0.0
H 0.3 0.2 -0.4

Values from the calculation:
Charge: +2
Energy in Ha: -490.0193

# 4
Below is a molecular structure, C23H43BCeCl2F4N3O4Si at a distorted geometry, with properties calculated with ωB97M-V with the def2-TZVPD basis set.

Last column: Löwdin charge in e.
Cartesian coordinates (Å):
C (-1.897, -0.480, -4.627)  -0.0416
C (-1.179, -1.474, -3.781)  -0.2258
H (-1.202, 0.053, -5.285)  0.0803
H (-2.385, 0.248, -3.978)  0.0815
H (-2.641, -0.973, -5.277)  0.0945
C (-0.356, -2.361, -4.375)  -0.1356
C (-0.106, -2.379, -5.844)  -0.1118
H (0.095, -3.198, -3.841)  0.0831
H (0.333, -1.441, -6.219)  0.0730
H (-1.018, -2.580, -6.434)  0.0829
H (0.599, -3.202, -6.024)  0.0661
Ce (0.199, 0.811, -0.130)  0.8141
Cl (-2.109, 2.647, -1.049)  0.4319
C (-0.262, -1.958, 1.568)  -0.2461
O (0.551, -1.241, 0.916)  -0.1523
N (0.140, -3.019, 2.241)  -0.1319
C (1.542, -3.401, 2.159)  -0.0100
C (-0.837, -3.847, 2.929)  -0.0138
H (-1.335, -1.720, 1.635)  0.1559
H (2.178, -2.511, 2.247)  0.1007
H (1.766, -3.892, 1.197)  0.0789
H (1.754, -4.095, 2.976)  0.0905
H (-1.649, -3.190, 3.286)  0.1002
H (-0.352, -4.348, 3.775)  0.0938
H (-1.273, -4.593, 2.238)  0.0770
H (2.013, 3.960, 4.670)  0.0882
H (-1.060, 4.130, 4.602)  0.0996
C (1.782, 3.322, 3.812)  -0.0049
C (-0.298, 4.696, 4.046)  -0.0208
N (0.526, 3.802, 3.250)  -0.1445
H (1.701, 2.273, 4.129)  0.1038
C (0.080, 3.279, 2.125)  -0.2638
O (0.710, 2.368, 1.508)  -0.1877
H (-0.812, 5.413, 3.393)  0.0978
H (-0.866, 3.671, 1.718)  0.1589
H (2.580, 3.380, 3.060)  0.1031
H (0.356, 5.231, 4.743)  0.0896
H (1.504, 0.058, -4.083)  0.0601
H (2.515, -3.008, -3.857)  0.0836
C (2.570, -0.080, -3.852)  -0.0650
C (3.297, -2.414, -3.357)  -0.0413
N (2.767, -1.142, -2.864)  -0.1420
H (2.954, 0.870, -3.481)  0.0612
C (2.697, -0.946, -1.534)  -0.2707
O (2.382, 0.120, -0.959)  -0.1872
H (3.663, -2.987, -2.495)  0.0883
H (2.927, -1.861, -0.948)  0.1493
H (3.086, -0.353, -4.779)  0.0898
H (4.122, -2.249, -4.062)  0.0938
O (-1.020, -0.360, -1.652)  -0.3685
C (-1.537, -1.457, -2.314)  -0.3837
C (0.076, -3.229, -1.533)  -0.0586
C (-1.234, -2.762, -1.595)  -0.1641
H (0.878, -2.587, -1.943)  0.0963
C (0.359, -4.498, -0.991)  -0.0903
H (-2.635, -1.378, -2.312)  0.1395
C (-2.256, -3.481, -0.983)  -0.0189
H (1.387, -4.894, -1.046)  0.1052
C (-0.679, -5.244, -0.421)  -0.1121
C (-1.981, -4.716, -0.378)  -0.0962
H (-3.263, -3.057, -0.987)  0.1203
H (-0.461, -6.233, 0.003)  0.1040
H (-2.790, -5.266, 0.114)  0.1042
Si (-0.949, 4.264, -1.836)  0.1450
Cl (0.890, 1.964, -2.324)  0.2907
C (0.392, 4.880, -0.677)  -0.2077
C (-2.223, 5.652, -1.796)  -0.2419
C (-0.422, 4.231, -3.655)  -0.2652
H (1.055, 4.130, -0.239)  0.0051
H (-0.078, 5.474, 0.117)  0.0280
H (1.038, 5.574, -1.243)  0.0514
H (0.611, 3.933, -3.868)  -0.0140
H (-0.533, 5.283, -3.990)  0.0291
H (-1.091, 3.588, -4.259)  0.0379
H (-3.120, 5.309, -2.330)  0.0279
H (-1.816, 6.560, -2.292)  0.0406
H (-2.523, 5.934, -0.787)  0.0202
F (-1.711, 0.691, 1.549)  -0.0527
B (-1.585, 0.562, 3.059)  -1.1420
F (-0.224, 0.354, 3.305)  0.1345
F (-2.012, 1.773, 3.592)  0.1451
F (-2.357, -0.555, 3.446)  0.1161

Force components x, y, z for each atom (eV/Å):
C 0.0 0.5 -0.1
C 0.9 -1.2 -0.5
H -0.1 0.0 0.0
H -0.1 0.1 -0.2
H 0.2 0.2 0.3
C -0.7 0.3 0.6
C 0.3 -0.3 -0.4
H -0.2 0.4 0.0
H -0.1 -0.2 0.0
H 0.3 0.1 0.2
H -0.1 0.3 -0.4
Ce -1.5 -1.1 -1.1
Cl 0.3 0.5 0.0
C 0.7 0.7 -0.4
O -0.7 -1.4 0.9
N 0.1 0.1 -0.3
C 0.2 -0.2 0.0
C -0.5 -0.1 -0.1
H 0.3 0.0 -0.1
H -0.2 -0.3 0.0
H -0.1 0.2 0.4
H 0.0 0.1 -0.1
H 0.3 -0.3 0.0
H -0.2 0.2 -0.2
H 0.3 0.2 0.4
H 0.1 -0.2 -0.2
H 0.3 0.1 -0.1
C 0.2 -0.3 0.0
C -0.4 0.2 0.1
N 0.0 -0.2 -0.3
H -0.1 0.3 0.0
C 0.6 -0.9 -0.5
O -0.4 2.0 1.2
H 0.2 -0.1 0.2
H 0.2 -0.1 0.3
H -0.2 0.1 0.2
H -0.3 0.0 -0.2
H 0.3 -0.1 0.2
H 0.2 0.3 0.1
C -0.3 0.1 -0.3
C -0.3 -0.3 0.3
N 0.6 0.0 0.5
H 0.0 -0.2 0.0
C -0.3 0.7 0.0
O 1.1 -1.9 -0.5
H 0.0 0.0 -0.4
H 0.0 0.3 -0.2
H 0.0 -0.1 0.3
H -0.2 0.0 0.2
O 0.6 -0.1 0.6
C -0.4 0.0 0.5
C 0.6 -0.5 0.2
C 0.1 0.3 -0.1
H -0.6 -0.6 0.3
C -0.1 0.6 -0.2
H -0.3 0.0 0.0
C 0.2 -0.4 0.1
H -0.6 0.2 0.2
C -0.1 0.0 0.1
C 0.2 0.0 -0.1
H 0.2 -0.3 0.0
H -0.2 0.4 -0.2
H 0.3 0.1 -0.2
Si 0.2 0.7 -0.7
Cl 0.2 1.3 -0.8
C 0.3 0.0 0.1
C 0.0 0.1 -0.3
C -0.3 0.3 -0.3
H -0.2 0.1 -0.1
H 0.1 -0.1 0.0
H -0.3 -0.2 0.0
H -0.4 0.0 0.3
H -0.2 -0.4 0.0
H 0.3 0.3 0.3
H 0.1 0.3 0.0
H -0.3 -0.5 0.2
H 0.0 -0.1 0.1
F 0.1 -0.2 1.0
B -0.3 -0.2 -0.7
F -0.3 -0.1 0.1
F 0.0 -0.3 0.0
F 0.5 0.8 -0.2

Values from the calculation:
Energy in Ha: -3477.2266
Multiplicity: 2
Expectation value of S²: 0.75